No. 1
Density functional theory data (ωB97M-V/def2-TZVPD) for 2 unconnected molecules or ions with the total composition C10H18N3O at a distorted geometry.

Positions of all 32 atoms, in Å:
C  -2.225  -0.340  0.910
C  -1.472  -0.804  2.162
C  -1.401  -1.746  -0.905
N  -2.443  -1.372  -0.099
N  -1.329  -1.179  -2.086
N  -0.459  -2.547  -0.474
H  -3.171  0.133  1.166
H  -1.559  0.400  0.472
H  -1.421  0.020  2.866
H  -0.416  -0.881  1.868
H  -3.241  -1.991  -0.092
H  -2.130  -0.635  -2.361
H  -0.608  -1.365  -2.768
H  -0.438  -2.826  0.493
H  0.373  -2.855  -0.963
H  -1.802  -1.762  2.558
C  3.327  -0.159  -1.058
C  1.228  1.137  -1.390
C  2.236  0.732  -0.503
C  0.152  1.920  -0.964
C  0.015  2.193  0.386
C  2.105  1.066  0.837
C  0.913  1.630  1.288
O  -1.023  2.993  0.759
H  1.358  0.896  -2.440
H  -0.298  2.530  -1.726
H  3.796  -0.776  -0.281
H  4.106  0.499  -1.441
H  2.813  0.782  1.609
H  -0.874  3.383  1.628
H  0.834  1.835  2.349
H  3.052  -0.910  -1.801

## Properties
- energy relative to the best compared isomer or geometry (same formula, charge and spin) (kJ/mol) = 141.4
- charge = +1

=====

No. 2
Density functional theory data (ωB97M-V/def2-TZVPD) for a molecular structure, C6H11NO at a distorted geometry.

Positions of all 19 atoms, in Å:
C  -1.780  -0.051  0.089
C  -2.275  0.087  -1.318
C  0.724  1.292  1.156
C  0.260  0.249  0.253
C  0.522  -0.754  -0.445
C  2.569  -0.807  -0.338
O  -2.242  -1.234  0.660
N  3.278  -0.040  0.363
H  -1.862  -1.329  1.541
H  -2.035  0.808  0.719
H  4.294  -0.099  0.224
H  0.187  -1.574  -1.042
H  2.993  -1.619  -0.964
H  -2.008  -0.785  -1.916
H  -1.852  0.981  -1.775
H  -3.368  0.173  -1.331
H  0.164  2.215  0.996
H  0.653  0.988  2.202
H  1.778  1.498  0.926

## Properties
- energy relative to the best compared isomer or geometry (same formula, charge and spin) (kJ/mol) = 591.4

=====

No. 3
Density functional theory data (ωB97M-V/def2-TZVPD) for a molecular structure, ClO5PS at a distorted geometry.

Positions of all 8 atoms, in Å:
O  2.744  -0.143  1.161
O  1.696  -0.870  -1.075
O  2.097  1.647  -0.551
O  -2.180  -1.497  0.991
O  -0.840  0.391  0.446
P  2.141  0.223  -0.145
S  -1.745  -0.607  -0.046
Cl  -3.914  0.856  -0.781

## Properties
- energy relative to the best compared isomer or geometry (same formula, charge and spin) (kJ/mol) = 74.0
- charge = -2

=====

Lowest unoccupied orbital energy? In order: -0.11272, 0.03258, 0.23234 Eh.